# 1
Computed, not measured: a 2-piece molecular cluster, H2O2 overall, with ωB97M-V/def2-TZVPD.

Atoms and positions in Å:
1 O 2.519 -0.089 -0.055
2 O -1.173 -0.362 0.018
3 H 2.398 -0.965 -0.500
4 H -0.143 -0.485 0.129

Values from the calculation:
HOMO-LUMO gap (spin up / spin down) in eV: 4.12 / 3.91
ΔE to the lowest compared entry with this formula, charge and spin in kcal per mole: 129.7
Charge: 0

=====

# 2
Computed, not measured: one molecule with the formula C22H21NO2S, with ωB97M-V/def2-TZVPD.

Atoms and positions in Å:
1 O -0.177 -1.518 -0.944
2 O 4.565 -0.721 -0.671
3 C -0.355 -0.424 -1.421
4 C -3.120 0.621 -4.367
5 C 2.699 -4.019 3.011
6 C -3.523 2.449 1.347
7 C -1.872 1.234 -4.417
8 C -3.445 -0.491 -3.638
9 C 3.770 -3.001 3.058
10 C 1.949 -4.048 1.916
11 C -2.677 3.404 0.641
12 C -2.990 1.531 2.152
13 C -0.981 0.928 -3.430
14 C -2.448 -1.003 -2.860
15 C 3.973 -2.068 2.024
16 C 2.134 -3.143 0.864
17 C -1.321 3.257 0.837
18 C -1.663 1.222 2.194
19 C -1.268 -0.170 -2.595
20 C 3.037 -2.091 0.993
21 C -0.810 2.094 1.534
22 N 0.099 0.561 -0.661
23 S 3.131 -1.037 -0.448
24 C 0.670 1.625 1.335
25 C 2.493 0.616 0.124
26 C 0.981 0.421 0.520
27 H -3.927 0.949 -5.052
28 H 2.547 -4.604 3.872
29 H -4.617 2.463 1.267
30 H -1.756 2.033 -5.148
31 H -4.340 -0.964 -3.870
32 H 4.206 -2.721 4.058
33 H 1.240 -4.896 1.789
34 H -3.166 4.189 0.107
35 H -3.678 0.928 2.680
36 H -0.050 1.447 -3.408
37 H -2.554 -1.972 -2.351
38 H 4.816 -1.384 2.131
39 H 1.547 -3.104 -0.045
40 H -0.601 3.930 0.414
41 H -1.393 0.430 2.890
42 H 0.120 1.440 -1.116
43 H 1.176 2.489 0.863
44 H 1.088 1.257 2.279
45 H 2.702 1.497 -0.503
46 H 3.048 0.863 1.012
47 H 0.742 -0.497 1.032

Values from the calculation:
HOMO-LUMO gap in eV: 9.07
ΔE to the lowest compared entry with this formula, charge and spin in kcal per mole: 57.6
Charge: 0

=====

# 3
Computed, not measured: a 11-piece molecular cluster, H22O11 overall, with ωB97M-V/def2-TZVPD.

Atoms and positions in Å:
1 H -1.049 -0.551 -0.358
2 H -0.045 -0.795 0.756
3 H 2.039 3.086 -0.329
4 H 3.470 3.220 0.166
5 H 1.108 -3.390 -1.410
6 H 2.003 -2.179 -1.617
7 H -1.726 2.343 3.501
8 H -0.460 1.517 3.345
9 H 2.309 3.148 -1.917
10 H 3.312 2.203 -2.558
11 H -0.469 1.411 -1.357
12 H -0.979 2.817 -1.628
13 H -0.661 -2.752 -2.335
14 H -1.331 -1.401 -2.148
15 H -5.333 -0.391 0.393
16 H -5.259 -1.022 1.774
17 H -3.536 0.230 -1.196
18 H -4.161 -1.082 -0.753
19 H 1.424 -2.238 2.098
20 H 1.317 -2.155 0.585
21 H 3.485 -2.323 1.615
22 H 3.945 -2.516 3.050
23 O -0.338 -0.122 0.132
24 O 2.764 2.574 0.048
25 O 1.234 -2.627 -1.986
26 O -0.935 2.261 2.957
27 O 2.504 2.211 -2.032
28 O -0.185 2.332 -1.376
29 O -1.005 -2.162 -1.655
30 O -5.356 -0.172 1.331
31 O -4.379 -0.163 -0.944
32 O 1.543 -1.630 1.360
33 O 4.227 -2.150 2.205

Values from the calculation:
HOMO-LUMO gap in eV: 8.51
ΔE to the lowest compared entry with this formula, charge and spin in kcal per mole: 118.5
Charge: 0
Structure (SMILES): O.O.O.O.O.O.O.O.O.O.O